No. 1
18
Properties=species:S:1:pos:R:3:mulliken_charge:R:1 method="wB97M-V/def2-TZVPD" orbital_gap_ev=7.76 e_tot_ev=-10371.046 de_lowest_kj_mol=410.9 homo_energy_ha=-0.253 charge=0
O -0.799 -1.857 0.044 -0.48
N -1.593 0.694 0.728 -0.56
N -0.573 -0.555 -1.849 -0.47
C -0.095 -1.449 -0.998 -0.19
C 1.297 0.050 0.519 0.27
C -0.640 1.465 -0.078 -0.67
C 0.733 1.203 0.089 -0.43
C 1.973 -0.678 1.375 -0.65
H 2.252 -1.708 1.172 0.21
H 2.272 -0.293 2.350 0.24
H 1.395 1.912 -0.409 0.24
H -1.462 0.855 1.725 0.23
H 0.740 -2.084 -1.267 0.41
H 0.076 -0.384 -2.610 0.28
H -2.545 0.956 0.499 0.21
H -0.924 2.486 -0.321 0.41
H -1.319 -1.066 0.375 0.54
H -0.789 0.452 -1.342 0.39



No. 2
19
Properties=species:S:1:pos:R:3:mulliken_charge:R:1 method="wB97M-V/def2-TZVPD" orbital_gap_ev=9.34 e_tot_ev=-12419.873 de_lowest_kj_mol=347.3 smiles="C=C=NC(=C)N.OCO" homo_energy_ha=-0.313 charge=0
O 2.928 -1.268 1.037 -0.53
O 2.173 -1.697 -1.130 -0.53
N -2.423 1.777 0.052 -0.49
N -0.441 0.498 0.043 -0.35
C -0.974 -0.517 -0.397 0.59
C -1.416 -1.635 -0.878 -1.04
C -0.292 2.779 0.582 -0.98
C 1.820 -1.473 0.204 0.12
C -1.051 1.728 0.259 0.61
H 1.154 -0.552 0.215 0.19
H -2.911 0.902 0.173 0.20
H 0.778 2.694 0.603 0.29
H -1.786 -2.413 -0.234 0.28
H -0.725 3.746 0.765 0.24
H 2.737 -2.480 -1.180 0.32
H 1.299 -2.341 0.629 0.27
H -2.896 2.570 0.455 0.23
H 3.403 -0.484 0.734 0.32
H -1.379 -1.835 -1.934 0.25



No. 3
19
Properties=species:S:1:pos:R:3:mulliken_charge:R:1 method="wB97M-V/def2-TZVPD" orbital_gap_ev=8.65 e_tot_ev=-12422.687 de_lowest_kj_mol=75.8 homo_energy_ha=-0.288 charge=0
O -1.740 -0.224 -0.050 -0.33
O 2.088 1.424 -0.481 -0.81
N 2.973 -0.505 0.222 -0.38
N -0.496 1.705 -0.519 -0.46
C 1.896 0.277 -0.060 0.73
C -0.536 0.397 -0.160 0.28
C -2.912 0.541 -0.215 -0.85
C 0.590 -0.311 0.164 0.64
C 0.475 -1.715 0.699 -1.72
H 3.881 -0.133 0.008 0.24
H 0.879 -2.445 -0.004 0.35
H 1.001 -1.815 1.649 0.37
H 2.884 -1.478 0.446 0.19
H -0.571 -1.951 0.862 0.34
H 0.474 2.014 -0.657 0.24
H -3.070 0.820 -1.263 0.33
H -3.730 -0.104 0.104 0.24
H -2.893 1.441 0.406 0.38
H -1.194 2.061 -1.150 0.22